--- w ---
A 2-piece molecular cluster, C7H9N overall. Source: OMol25; level of theory: ωB97M-V with the def2-TZVPD basis set.

Last column: Mulliken charge in e.
Atoms and positions in Å:
C  -1.82940  0.58164  -0.34013  -0.3656
C  -1.52172  0.51248  -1.70799  -0.5309
C  -0.19154  0.63183  -2.19111  -0.0851
N  0.81046  0.97587  -1.36227  -0.5572
C  0.50190  1.12990  -0.02871  -0.1526
C  -0.72603  0.85950  0.48688  -0.5597
H  -2.80512  0.71823  0.15407  0.3748
H  -2.16943  0.04138  -2.41717  0.3517
H  0.25361  0.43385  -3.18976  0.3959
H  1.42344  1.22680  0.59814  0.4658
H  -0.81530  0.80677  1.49576  0.5452
C  0.59205  -1.16189  1.19975  0.0199
C  1.78397  -1.45263  1.67356  -0.6160
H  0.31916  -0.18179  0.83003  -0.0448
H  -0.23617  -1.88388  1.11809  0.2408
H  2.59663  -0.76106  1.78362  0.2607
H  2.01349  -2.47700  1.89725  0.2573

orbital gap = 9.6 eV
E_LUMO = 0.65 eV
multiplicity = 1

***

--- x ---
C7H9N in the gas phase. Source: OMol25; level of theory: ωB97M-V with the def2-TZVPD basis set.

Last column: Mulliken charge in e.
Atoms and positions in Å:
C  2.63595  0.35150  -0.02424  -1.0675
N  1.63464  -0.72753  -0.19653  -0.3702
C  0.27429  -0.37830  -0.07049  0.5611
C  -0.21167  1.00175  -0.06757  -0.3149
C  -1.53692  1.30777  -0.03272  -0.5096
C  -2.46613  0.27091  -0.06983  -0.8177
C  -1.98759  -1.04269  -0.03376  -0.3366
C  -0.70035  -1.31448  -0.04571  -0.0877
H  3.50786  -0.17418  -0.09077  0.4231
H  2.76546  0.86485  1.06896  0.2445
H  2.52198  1.01041  -0.74708  0.4395
H  1.80574  -1.54886  0.47777  0.2980
H  0.52588  1.76620  -0.20815  0.2523
H  -1.86216  2.40892  0.00982  0.2571
H  -3.34424  0.40213  0.08324  0.6319
H  -2.93475  -1.77559  0.00130  0.1779
H  -0.62799  -2.42282  -0.05426  0.2188

orbital gap = 9.0 eV
E_LUMO = 1.02 eV
multiplicity = 1

***

--- y ---
C7H9N as an isolated structure. Source: OMol25; level of theory: ωB97M-V with the def2-TZVPD basis set.

Last column: Mulliken charge in e.
Atoms and positions in Å:
C  -1.34675  1.05613  0.01026  -0.3400
C  -1.45496  -0.44139  -0.03228  -0.3249
C  -0.30824  -1.08754  0.68122  -0.3725
C  0.80474  0.00556  1.04256  -0.1147
C  1.76495  -0.03723  -0.17047  -0.5834
C  0.15795  1.02198  0.20336  -0.2758
C  -0.30567  -0.91496  -0.80214  -0.4744
H  -1.74163  1.35779  1.04149  0.3308
H  -1.62591  1.76959  -0.89947  0.2866
H  -2.58294  -0.84718  0.17428  0.2856
H  -0.30019  -1.93431  1.39292  0.4341
H  1.16301  0.08546  2.08514  0.4845
H  2.49207  -0.91660  -0.44752  0.2381
H  2.36604  0.84200  -0.25610  0.3244
H  0.90448  1.92433  0.17912  0.2909
H  -0.19446  -1.76306  -1.59496  0.3378
N  0.52105  0.26667  -1.03856  -0.5272

orbital gap = 10.1 eV
E_LUMO = 1.07 eV
multiplicity = 1

***

x is favored, and the nearest alternative lies 0.0557 hartree above it.

***

--- w ---
C7H9N in the gas phase. Source: OMol25; level of theory: ωB97M-V with the def2-TZVPD basis set.

Last column: Mulliken charge in e.
Atoms and positions in Å:
C  0.62753  -1.16264  -1.50307  -0.2014
C  1.61413  -0.41322  -0.87419  -0.9895
C  0.70076  0.29830  0.09541  -0.0931
N  0.47024  1.35228  1.06057  -0.5357
C  -0.99283  1.51594  0.80263  -0.5183
C  -1.36053  0.04417  0.37236  -0.4231
C  -0.59480  -1.33585  -0.64610  -0.6277
C  -0.19885  -0.81343  0.64160  -0.0365
H  0.72304  -1.73068  -2.42412  0.4377
H  2.53677  0.01328  -1.38839  0.2825
H  0.06159  0.71912  -0.68157  0.4734
H  0.95046  2.23818  0.74307  0.3093
H  -1.22386  2.40750  0.07461  0.2220
H  -1.46777  1.84912  1.72080  0.3533
H  -2.46411  -0.29746  0.43623  0.3395
H  -1.23625  -2.14450  -0.80362  0.4528
H  0.05602  -1.32011  1.56714  0.5549

orbital gap = 9.1 eV
E_LUMO = 0.86 eV
multiplicity = 1

***

--- x ---
C7H9N as an isolated structure. Source: OMol25; level of theory: ωB97M-V with the def2-TZVPD basis set.

Last column: Mulliken charge in e.
Atoms and positions in Å:
C  -0.39224  -1.66207  -0.47613  -0.4616
C  0.68327  -1.36546  0.51920  -0.4958
C  0.13721  -0.08524  1.24435  -0.1159
C  -1.02035  0.54132  0.48927  -0.7474
C  -0.22120  1.76216  -0.34213  -0.4182
C  -0.62376  -0.11939  -0.83771  -0.1307
C  1.14982  0.11702  0.23286  -0.4314
H  -1.38995  -2.01239  -0.01060  0.2865
H  0.02517  -2.13411  -1.29692  0.4180
H  1.40551  -2.11325  0.93773  0.3665
H  0.09250  0.12158  2.35844  0.3621
H  -1.93567  0.61407  0.96990  0.5627
H  0.29887  2.33859  0.32980  0.3561
H  -0.95297  2.17402  -1.04188  0.3323
H  -1.48631  0.19739  -1.60052  0.2450
H  2.20546  0.46668  0.47588  0.3635
N  0.49441  0.74534  -0.87143  -0.4918

orbital gap = 9.9 eV
E_LUMO = 1.11 eV
multiplicity = 1

***

x is favored, and the nearest alternative lies 0.0766 hartree above it.

***

--- w ---
C7H9N as an isolated structure. Source: OMol25; level of theory: ωB97M-V with the def2-TZVPD basis set.

Last column: Mulliken charge in e.
Atoms and positions in Å:
C  0.74604  0.84777  1.37547  -0.5873
C  0.71856  -0.14052  -0.55790  -0.0117
C  0.09570  -0.41689  -1.94871  -0.6692
C  -1.20663  -0.36151  -1.59792  -0.2205
C  -1.41316  -0.47232  -0.16984  -0.2929
C  -0.56657  0.06306  1.09812  -0.5083
C  -0.21514  -1.08063  0.28843  -0.1357
H  1.03557  0.79391  2.51815  0.3719
H  0.62790  2.03461  1.24941  0.2382
H  2.60819  0.79018  0.27852  0.2579
H  0.24449  0.69623  -0.39117  0.4114
H  0.59333  -0.36419  -2.97032  0.3141
H  -2.05217  0.51110  -2.18539  0.1812
H  -2.16418  -1.13225  0.15486  0.3946
H  -1.08103  0.17340  2.07201  0.3378
H  0.27781  -2.16768  0.41630  0.4487
N  1.75129  0.22573  0.37000  -0.5301

orbital gap = 8.9 eV
E_LUMO = 0.78 eV
multiplicity = 1

***

--- x ---
C7H9N in the gas phase. Source: OMol25; level of theory: ωB97M-V with the def2-TZVPD basis set.

Last column: Mulliken charge in e.
Atoms and positions in Å:
C  -2.53531  0.15124  0.50901  -0.6778
N  -1.67814  -0.50237  -0.57685  -0.3599
C  -0.27252  -0.28662  -0.31279  0.2912
C  0.56201  -1.37946  -0.08216  -0.8552
C  1.93539  -1.19364  0.09364  -0.5108
C  2.41861  0.16314  0.14116  -0.1457
C  1.56641  1.25050  -0.09647  -0.4518
C  0.27540  1.04067  -0.36054  -0.4682
H  -2.58113  -0.29058  1.52414  0.2564
H  -2.39250  1.33695  0.55792  0.2517
H  -3.75065  -0.04988  0.09904  0.2394
H  -1.91986  -0.31239  -1.43110  0.2518
H  0.34416  -2.24202  -0.11439  0.8298
H  2.70910  -1.94222  0.12337  0.3809
H  3.51010  0.41906  0.36711  0.2536
H  2.23173  2.16037  -0.16808  0.2455
H  -0.42281  1.67724  -0.27301  0.4692

orbital gap = 9.9 eV
E_LUMO = 1.01 eV
multiplicity = 1

***

--- y ---
C7H9N in the gas phase. Source: OMol25; level of theory: ωB97M-V with the def2-TZVPD basis set.

Last column: Mulliken charge in e.
Atoms and positions in Å:
C  -2.62061  0.30468  -0.04510  -0.7757
N  -1.68088  -0.76843  -0.08092  -0.2929
C  -0.28004  -0.32548  -0.02517  0.7655
C  0.71532  -1.39026  -0.02663  -0.6848
C  2.04139  -1.04460  0.01270  -0.1782
C  2.46435  0.28737  -0.05404  -0.3732
C  1.50719  1.32343  0.01810  -0.4159
C  0.06154  0.99428  -0.03196  -0.7692
H  -2.47103  1.11911  0.91431  0.2315
H  -2.64081  1.01376  -0.99224  0.2429
H  -3.56206  -0.32997  0.01891  0.3469
H  -1.70537  -1.57351  0.49262  0.2777
H  0.61714  -2.37634  -0.08809  0.4557
H  2.79536  -1.97696  -0.04767  0.1933
H  3.62720  0.52613  -0.17349  0.2256
H  1.74876  2.54751  0.05569  0.1804
H  -0.61745  1.66931  0.05299  0.5704

orbital gap = 9.2 eV
E_LUMO = 1.02 eV
multiplicity = 1

***

y is favored, and the nearest alternative lies 0.0369 hartree above it.

***

--- w ---
A 2-piece molecular cluster, C3H2Cl2O2 overall. Source: OMol25; level of theory: ωB97M-V with the def2-TZVPD basis set.

Last column: Mulliken charge in e.
Atoms and positions in Å:
C  2.04321  1.22494  0.68395  0.5536
C  1.17751  0.20761  0.96230  -0.1415
C  -2.35134  0.44575  -0.50037  -0.1174
O  2.44289  2.32712  0.66619  -0.2968
O  -0.03985  0.60076  0.87022  -0.4102
Cl  -2.82259  -0.48103  0.86312  -0.1219
Cl  -2.94881  2.05389  -0.47582  -0.1233
H  -1.97030  -0.20979  -1.30355  0.3549
H  1.55985  -0.81707  0.86289  0.3027

orbital gap (alpha / beta) = 6.7 / 8.6 eV
E_LUMO (alpha / beta) = -1.18 / -0.35 eV
multiplicity = 1

***

--- x ---
A 2-piece molecular cluster, C3H2Cl2O2 overall. Source: OMol25; level of theory: ωB97M-V with the def2-TZVPD basis set.

Last column: Mulliken charge in e.
Atoms and positions in Å:
C  0.75312  -1.17583  0.90541  0.1128
C  -1.00973  0.43921  0.84031  -0.6047
C  -2.18091  -0.06302  0.10358  0.8306
O  1.32151  -1.02731  -0.08458  -0.2292
O  -1.16578  0.57020  -0.58238  -0.3163
Cl  -2.13290  -1.79163  -0.28443  -0.2308
Cl  -3.70824  0.54290  0.30220  -0.1568
H  0.50089  -1.94706  1.54648  0.3517
H  -1.07840  1.40639  1.35636  0.2428

orbital gap (alpha / beta) = 8.4 / 8.4 eV
E_LUMO (alpha / beta) = -0.30 / -0.30 eV
multiplicity = 1

***

--- y ---
A 2-piece molecular cluster, C3H2Cl2O2 overall. Source: OMol25; level of theory: ωB97M-V with the def2-TZVPD basis set.

Last column: Mulliken charge in e.
Atoms and positions in Å:
C  1.82298  0.13287  -0.23805  0.2086
C  -0.13918  -0.75952  0.50308  0.1975
C  -1.09547  0.16877  -0.18728  0.0510
O  2.74346  -0.56799  -0.42340  -0.3323
O  -0.18931  -1.66309  1.28761  -0.3905
Cl  -2.71543  -0.57207  -0.53758  -0.1551
Cl  -1.19609  1.36953  1.10402  -0.1067
H  1.46048  1.16422  -0.45577  0.2659
H  -0.69144  0.72727  -1.05264  0.2617

orbital gap = 8.2 eV
E_LUMO = -0.09 eV
multiplicity = 1

***

y is favored, and the nearest alternative lies 0.0404 hartree above it.

***

--- w ---
C4H4OS in the gas phase. Source: OMol25; level of theory: ωB97M-V with the def2-TZVPD basis set.

Last column: Mulliken charge in e.
Atoms and positions in Å:
O  -1.43209  -1.46040  -1.90188  -0.4674
C  -0.91951  -0.58364  -1.21696  -0.1233
C  -0.48997  -0.85992  0.15933  -0.0579
C  0.28279  -0.02223  0.92863  -0.0505
C  0.91616  1.18430  0.44186  -0.3550
S  1.85480  2.13294  1.37441  -0.1986
H  -0.87272  0.41035  -1.63805  0.3783
H  -0.70325  -1.86251  0.57392  0.3069
H  0.60543  -0.33557  1.89772  0.3621
H  0.75836  1.39669  -0.61897  0.2053

orbital gap = 7.6 eV
E_LUMO = -1.75 eV
multiplicity = 1

***

--- x ---
C4H4OS in the gas phase. Source: OMol25; level of theory: ωB97M-V with the def2-TZVPD basis set.

Last column: Mulliken charge in e.
Atoms and positions in Å:
C  1.15199  2.13896  0.00263  0.3955
C  0.50440  1.14055  0.02674  -0.7988
C  -0.26121  -0.04811  0.12535  0.1208
S  -1.89881  0.00118  -0.06896  -0.1911
C  0.47288  -1.36815  0.17003  -0.3481
O  1.85247  -1.24372  -0.21274  -0.4894
H  1.86406  2.95001  0.07514  0.4350
H  0.41436  -1.71530  1.20080  0.2571
H  0.02360  -2.14195  -0.44138  0.3356
H  2.05078  -0.34132  0.02217  0.2833

orbital gap = 7.9 eV
E_LUMO = -1.24 eV
multiplicity = 1

***

--- y ---
C4H4OS in the gas phase. Source: OMol25; level of theory: ωB97M-V with the def2-TZVPD basis set.

Last column: Mulliken charge in e.
Atoms and positions in Å:
C  -0.68844  -1.17107  0.01542  -0.1596
C  0.62204  -1.29811  -0.00013  -0.2733
S  1.83293  -0.04264  -0.05180  -0.1183
C  0.66012  1.29278  0.05601  -0.2509
C  -0.65661  1.15731  -0.00864  -0.1439
O  -1.40978  -0.00519  -0.07346  -0.3116
H  -1.38339  -2.00858  0.01125  0.3208
H  1.10072  -2.25269  0.08776  0.3114
H  1.15186  2.26936  0.02001  0.2990
H  -1.22944  2.05883  -0.05641  0.3263

orbital gap = 8.4 eV
E_LUMO = 0.86 eV
multiplicity = 1

***

--- z ---
C4H4OS as an isolated structure. Source: OMol25; level of theory: ωB97M-V with the def2-TZVPD basis set.

Last column: Mulliken charge in e.
Atoms and positions in Å:
C  0.66415  -0.69023  0.56031  -0.8962
C  -0.12269  0.17901  -0.09011  0.7361
C  1.87502  -0.60754  -0.20186  0.6256
C  -1.50076  0.58237  -0.04887  -0.9780
O  3.00759  -0.81016  0.03261  -0.4434
S  1.02906  0.61577  -1.45578  -0.2343
H  0.62518  -1.35081  1.46790  0.2982
H  -1.56318  1.59399  0.38893  0.2577
H  -2.20532  -0.00280  0.46074  0.3450
H  -1.80904  0.49041  -1.11386  0.2892

orbital gap = 8.9 eV
E_LUMO = 0.04 eV
multiplicity = 1

***

z is favored, and the nearest alternative lies 0.0046 hartree above it.

***

--- w ---
A 2-piece molecular cluster, C2H5NOS overall. Source: OMol25; level of theory: ωB97M-V with the def2-TZVPD basis set.

Last column: Mulliken charge in e.
Atoms and positions in Å:
C  -0.41388  -0.92449  0.12755  -0.8180
C  1.06667  0.92184  0.74674  0.1429
H  -1.33323  -0.63072  0.78141  0.3268
H  0.22594  -1.79785  0.76827  0.2346
H  -0.60642  -1.49590  -0.71497  0.3365
H  -1.97147  0.64120  -1.73691  0.1435
H  1.43780  1.78086  0.28129  0.3266
N  0.10535  0.39059  -0.08093  -0.0001
O  1.64382  0.12867  1.55065  -0.5569
S  -0.15459  0.98581  -1.72310  -0.1359

orbital gap = 8.4 eV
E_LUMO = -0.80 eV
multiplicity = 1

***

--- x ---
A 2-piece molecular cluster, C2H5NOS overall. Source: OMol25; level of theory: ωB97M-V with the def2-TZVPD basis set.

Last column: Mulliken charge in e.
Atoms and positions in Å:
C  0.49681  -0.89286  -0.51631  -0.2934
C  -1.74181  0.83187  0.71950  -0.6870
N  1.20956  -0.42673  0.40441  -0.4737
O  -3.32943  -1.03013  0.09891  -0.4801
S  -2.89788  0.28327  -0.32638  0.3531
H  -0.34039  -1.55603  -0.29534  0.3344
H  0.61297  -0.85062  -1.69050  0.2146
H  -1.42715  0.43954  1.59779  0.4134
H  -1.31057  1.77491  0.70702  0.3857
H  2.16598  -0.17749  0.18754  0.2330

orbital gap = 9.4 eV
E_LUMO = -0.21 eV
multiplicity = 1

***

x is favored, and the nearest alternative lies 0.0141 hartree above it.